This record from the Open Molecules 2025 dataset describes a molecular structure, C55H50I2KN4O4P2S. The level of theory is wB97M-V/def2-TZVPD.

Its total charge is -1. The value obtained for the gap between HOMO and LUMO is 6.3 eV. The total energy comes out at -4922.2566 Eh. The maximum force comes out at 0.0192 Eh/bohr. As for the HOMO energy: -4.3 eV. As for the spin multiplicity: 1.

Each line ends with the Löwdin charge.
Positions of all 119 atoms, in Å:
K 0.086 0.302 -0.324  0.6646
I -3.420 1.676 7.318  0.7556
C -2.654 1.182 5.429  -0.7639
C -1.859 0.060 5.273  -0.2689
C -1.365 -0.233 4.018  -0.6257
I -0.099 -1.889 3.814  0.8444
C -1.627 0.536 2.842  -0.4756
O -1.141 0.221 1.705  -0.3310
C -2.443 1.692 3.069  -0.1355
C -2.897 2.624 1.950  -0.1740
N -2.092 2.812 0.766  -0.0473
C -0.742 3.257 1.005  -0.1863
C -0.028 3.637 -0.275  -0.2802
C 1.291 4.089 -0.215  -0.0318
C 1.938 4.430 -1.385  -0.0695
C 1.254 4.306 -2.587  -0.0780
C -0.039 3.822 -2.548  -0.1448
N -0.677 3.495 -1.425  0.1313
C -2.926 1.987 4.333  -0.1499
H -1.616 -0.573 6.116  0.0674
H -3.045 3.613 2.401  0.1117
H -3.885 2.300 1.607  0.1079
H -2.098 1.978 0.194  0.0699
H -0.113 2.523 1.541  0.1139
H -0.791 4.139 1.654  0.1324
H 1.795 4.148 0.743  0.1139
H 2.966 4.769 -1.369  0.1040
H 1.727 4.534 -3.532  0.0994
H -0.592 3.665 -3.469  0.1087
H -3.537 2.875 4.462  0.0912
C -3.692 -7.026 -3.638  -0.4173
S -1.911 -7.320 -3.647  0.7860
C -1.317 -5.619 -3.484  -0.5145
C -1.656 -4.957 -2.157  -0.2411
C -1.127 -3.514 -2.160  -0.2341
N -0.912 -2.871 -0.854  -0.4655
P -2.201 -2.304 0.156  1.0364
C -3.532 -3.538 -0.192  -0.3567
C -4.522 -3.411 -1.166  -0.0920
C -5.442 -4.428 -1.374  -0.0934
C -5.383 -5.590 -0.615  -0.1135
C -4.411 -5.723 0.366  -0.0808
C -3.504 -4.697 0.582  -0.1057
C -2.916 -0.878 -0.741  -0.3955
C -2.382 -0.288 -1.882  -0.1395
C -2.962 0.851 -2.429  -0.0680
C -4.094 1.402 -1.854  -0.0799
C -4.639 0.818 -0.715  -0.0952
C -4.046 -0.301 -0.156  -0.1148
P 0.551 -3.066 0.042  0.9950
C 0.710 -4.901 0.182  -0.3585
C 1.370 -5.736 -0.717  -0.1010
C 1.310 -7.114 -0.572  -0.0835
C 0.594 -7.675 0.478  -0.0912
C -0.043 -6.853 1.396  -0.0843
C 0.023 -5.473 1.252  -0.1228
C 1.927 -2.744 -1.118  -0.3780
C 3.193 -3.150 -0.679  -0.1250
C 4.325 -2.891 -1.432  -0.0908
C 4.213 -2.214 -2.641  -0.0879
C 2.972 -1.777 -3.070  -0.0551
C 1.835 -2.031 -2.307  -0.0885
H -4.174 -7.982 -3.835  0.0259
H -3.967 -6.323 -4.425  0.0389
H -4.031 -6.650 -2.674  0.0015
H -1.703 -5.035 -4.326  0.0796
H -0.233 -5.684 -3.609  0.0696
H -1.208 -5.534 -1.348  0.0942
H -2.733 -4.974 -2.002  0.0688
H -1.804 -2.887 -2.750  0.1111
H -0.170 -3.514 -2.686  0.0938
H -4.567 -2.515 -1.773  0.1056
H -6.205 -4.317 -2.136  0.1021
H -6.100 -6.386 -0.783  0.1008
H -4.365 -6.623 0.968  0.1022
H -2.750 -4.795 1.356  0.0878
H -1.477 -0.660 -2.343  0.0579
H -2.488 1.317 -3.284  0.1082
H -4.531 2.303 -2.264  0.1023
H -5.508 1.259 -0.243  0.1020
H -4.450 -0.724 0.758  0.1158
H 1.926 -5.308 -1.544  0.1058
H 1.812 -7.753 -1.287  0.1018
H 0.540 -8.751 0.583  0.0982
H -0.589 -7.284 2.227  0.1015
H -0.468 -4.824 1.971  0.0687
H 3.288 -3.675 0.266  0.1080
H 5.297 -3.210 -1.075  0.1008
H 5.096 -2.009 -3.233  0.1011
H 2.880 -1.214 -3.989  0.1079
H 0.888 -1.641 -2.650  0.0748
N 2.546 0.596 0.552  0.1596
C 3.650 0.589 0.236  -0.1220
C 4.999 0.556 -0.255  -0.2138
C 5.230 0.971 -1.566  -0.0139
C 6.523 0.916 -2.063  -0.0701
C 7.563 0.448 -1.271  -0.0884
C 7.321 0.034 0.032  -0.0880
C 6.037 0.089 0.548  -0.0351
H 4.393 1.309 -2.171  0.0903
H 6.716 1.235 -3.079  0.1059
H 8.569 0.405 -1.670  0.0988
H 8.133 -0.333 0.646  0.0997
H 5.830 -0.235 1.559  0.1179
O -0.508 -0.829 -4.589  0.0381
C 0.155 0.039 -5.414  -0.2482
C -0.097 0.008 -6.784  -0.0365
C 0.576 0.858 -7.647  -0.1044
C 1.522 1.738 -7.144  -0.1007
C 1.776 1.749 -5.781  -0.0297
C 1.101 0.924 -4.888  -0.0589
C 1.421 1.068 -3.395  -0.6481
O 2.569 1.466 -3.126  -0.0294
O 0.494 0.808 -2.593  -0.1683
H -1.088 -1.374 -5.131  0.1042
H -0.829 -0.694 -7.171  0.1077
H 0.362 0.824 -8.708  0.0962
H 2.059 2.404 -7.807  0.0928
H 2.525 2.408 -5.358  0.1103